57
Properties=species:S:1:pos:R:3:forces:R:3 method="wB97M-V/def2-TZVPD" e_homo_ev=-1.27 total_charge=-1 gap_ev=3.6
H -0.2151 3.5654 1.4613 0.176 -0.225 0.026
C 2.2783 3.2413 -0.2971 0.002 0.200 0.376
H 3.3842 3.5013 2.8382 -0.126 -0.057 -0.133
O -1.8633 -5.3415 0.1460 -1.178 1.971 -0.881
H 1.8306 5.6169 2.1560 -0.024 -0.016 -0.057
O -4.7387 -1.2291 -0.7368 -2.628 -0.185 -0.126
C 2.7125 2.6787 3.1001 -0.116 0.130 0.502
H 1.1218 3.9832 -1.9984 0.057 0.021 0.063
H 3.4112 4.7185 0.8208 -0.035 -0.275 -0.138
C 3.5376 3.0264 -1.1800 -0.110 -0.254 -0.017
H -5.5539 -4.6582 -1.1729 0.896 1.656 0.928
C 1.5830 2.4985 2.0621 -0.045 0.465 0.293
H 0.3272 -4.9184 -1.6077 -1.517 1.699 -0.282
H 0.9308 2.2542 -1.7318 0.150 0.005 0.307
N 2.2801 2.2435 0.7875 0.433 0.203 -0.276
H 0.1020 3.4059 -0.6832 0.118 -0.021 0.088
H 3.4836 2.0965 -1.7585 -0.131 0.087 0.304
O 0.0366 -2.6952 -4.7085 -2.161 0.455 9.175
H 0.3765 4.0514 3.0267 0.085 -0.178 -0.046
H -1.4068 -3.1848 0.5249 0.647 -2.312 -1.238
C 1.3705 4.9964 1.3780 -0.139 0.289 0.095
H -3.9375 -5.9221 -0.3728 2.182 1.622 -0.015
O 0.4746 -1.7230 -2.3988 -1.124 -3.641 -1.811
H 3.3225 1.7734 3.1824 -0.154 0.028 -0.243
H 0.5197 -1.4745 0.6343 1.937 -1.260 -1.348
O 2.1730 0.9387 0.3292 -0.295 -0.544 -0.249
C 1.0371 3.2155 -1.2180 -0.127 -0.056 -0.291
C -0.9507 -4.1920 0.0745 0.666 1.374 0.326
H 4.4469 2.9903 -0.5678 -0.252 -0.043 0.065
H 2.4340 5.4238 -0.4385 -0.011 -0.214 -0.092
H -0.0434 -4.4518 0.8070 -2.032 0.337 -1.864
C -3.0622 -5.1720 -0.6836 -0.335 -0.863 -1.893
H 2.3081 2.8921 4.0972 -0.059 0.008 0.137
H 1.6291 -3.0267 0.8001 -0.517 1.680 -1.615
O -1.0806 -3.4122 -2.5093 1.646 -0.618 -2.064
H -0.1913 1.1942 1.9049 0.243 -0.015 -0.027
H 2.3207 -1.4621 -0.0856 -2.295 -1.120 0.461
C 0.8529 -2.7292 -1.3515 2.431 -0.829 0.507
H -5.3927 -0.6229 -0.2568 1.333 -1.473 -1.139
H 0.2260 1.6357 3.5634 0.122 0.282 -0.095
C 1.3521 -2.1248 0.0876 -0.417 0.470 -0.148
H 0.5922 5.6201 0.9207 0.031 -0.046 0.079
C 0.6497 1.3690 2.5862 0.234 -0.155 -0.457
H 3.6588 3.8467 -1.8985 -0.158 0.070 0.072
C 0.7084 3.7787 2.0137 -0.180 -0.075 0.073
H -5.3672 -3.6383 0.4815 0.692 -0.360 -2.379
C -5.0431 -3.7372 -0.6613 -0.540 1.303 -0.143
H -6.6668 -2.1543 -1.3771 2.477 -0.453 -0.161
H 1.8267 -3.2138 -1.8061 -1.770 0.849 0.906
C -0.2702 -3.9315 -1.3974 1.626 1.023 1.183
H -5.0983 -2.3619 -2.5562 -0.987 0.091 2.505
O -3.5774 -3.7992 -0.7797 -1.110 -2.019 0.697
C -5.4947 -2.3233 -1.4324 0.883 -0.571 0.457
H -2.7634 -5.5005 -1.7881 -0.491 0.816 2.127
H 1.1829 0.4226 2.7272 0.016 0.211 -0.276
C 2.4279 4.6475 0.3379 0.295 -0.083 -0.061
C -0.1922 -2.6260 -3.3948 1.688 0.616 -2.188

---

10
Properties=species:S:1:pos:R:3:forces:R:3 method="wB97M-V/def2-TZVPD" e_homo_ev=-9.47 total_charge=0 relative_energy_ev=4.818 gap_ev=9.2
C 0.5131 -1.3399 -0.1394 0.107 -0.137 0.115
C 0.7787 0.1057 -0.2550 0.022 0.181 0.230
H -2.3236 1.2147 -0.0418 0.139 0.045 0.059
O 0.3176 -0.6523 -1.3626 -0.039 -0.146 -0.095
O -0.1633 2.1016 0.8592 -0.014 -0.382 -0.189
C -1.6038 0.7708 0.6536 0.140 0.185 -0.127
C -0.2655 0.9782 0.3258 -0.231 0.105 0.201
H 1.7918 0.5014 -0.3061 -0.175 -0.072 -0.023
H 1.3556 -2.0327 -0.1060 -0.182 0.207 -0.050
H -0.4006 -1.6475 0.3723 0.232 0.014 -0.123

---

16
Properties=species:S:1:pos:R:3:forces:R:3 method="wB97M-V/def2-TZVPD" e_homo_ev="-14.41 / -10.33" total_charge=+1 relative_energy_ev=4.963 gap_ev="10.4 / 4.8"
H -0.7371 -1.6862 1.1276 -1.082 1.269 -1.633
H 2.6869 1.1133 0.8205 0.870 1.053 0.727
H 2.3559 -0.5246 0.4921 0.401 2.295 -0.979
F -2.9630 0.2873 -1.1771 0.328 -1.127 -0.882
C 0.0597 -0.3944 -0.5381 -3.229 1.907 0.013
H 0.3518 0.5971 1.3617 0.116 0.752 0.114
C 0.6867 0.6251 0.3318 0.571 -1.223 0.601
H -3.6236 1.3539 0.3680 2.023 -1.607 0.527
O -1.9013 0.0040 0.8214 -0.120 -0.512 1.691
H -1.7775 -1.6028 -0.3860 -0.560 -0.940 -0.823
C -1.1733 -1.0283 0.2545 2.990 -0.563 1.272
C -2.7145 0.7001 0.0600 -2.771 3.801 -0.670
N 2.1873 0.5214 0.2082 -2.160 -3.013 0.798
H 2.3353 0.7075 -0.7654 1.046 -0.080 -0.682
H 0.7360 -1.1056 -0.8787 1.269 -1.546 -0.656
H -0.3732 0.1118 -1.4456 0.306 -0.468 0.581

---

16
Properties=species:S:1:pos:R:3:forces:R:3 method="wB97M-V/def2-TZVPD" e_homo_ev=-9.09 total_charge=0 relative_energy_ev=3.187 gap_ev=8.0
H 0.0765 0.3413 -2.0360 1.301 0.703 -2.978
H 2.2933 2.1056 -0.0455 -0.872 0.611 0.239
H 1.8778 -1.3098 -0.0330 0.090 -0.314 0.225
H 0.1703 0.1685 0.9404 0.087 0.564 -0.293
C -0.8670 -1.2025 -0.8942 -1.183 -1.516 1.784
C 0.6562 0.5856 0.0233 0.139 -1.121 1.092
O 3.0757 0.3276 0.0237 -1.588 -1.448 0.287
H -1.3973 -1.4513 -1.9060 0.847 -0.271 2.207
H -1.6898 -1.0355 0.0149 1.877 -0.950 -2.519
C 1.9807 -0.2285 0.0441 0.992 2.439 -1.207
H -1.2650 0.8193 -0.9344 1.626 -0.117 -0.735
Cl -2.7960 0.1035 2.2735 0.003 0.013 0.076
H -0.1331 -2.1363 -0.4158 -1.985 2.808 -1.921
F -2.6235 0.3367 3.8730 -0.004 0.004 -0.057
C -0.3000 0.2319 -1.1060 -2.558 -1.323 3.971
S 0.9413 2.3438 0.1782 1.229 -0.084 -0.171

---

52
Properties=species:S:1:pos:R:3:forces:R:3 method="wB97M-V/def2-TZVPD" e_homo_ev=-4.39 total_charge=-1 gap_ev=7.0
H 0.2990 2.5115 -0.5008 0.142 -0.076 0.027
H 1.7865 -4.2080 3.2425 -0.006 0.008 -0.024
H 1.1870 0.9101 -4.6037 0.031 -0.023 -0.021
H -0.6359 -0.1901 1.0306 0.137 -0.114 0.017
H -1.6988 -1.0421 -0.1168 0.061 -0.166 -0.007
C 5.9929 1.2727 -2.8669 -0.071 0.055 -0.030
H -3.6028 -2.8810 4.9348 0.023 -0.022 0.025
H -4.0645 1.3060 -2.6167 -0.092 -0.027 0.079
H 0.1952 -6.1397 3.1197 0.025 -0.016 -0.012
H -0.3387 2.7902 1.1062 0.001 -0.058 0.116
C -0.9823 -3.1736 4.4117 -0.098 -0.142 0.035
C -3.0943 1.7034 -2.9391 0.163 -0.277 -0.166
C -0.5884 2.8518 0.0426 -0.312 0.148 -0.115
H 5.6331 1.2367 -3.8939 0.001 -0.021 0.001
H 1.4436 -6.4074 4.3469 0.017 -0.001 0.000
H 5.4138 -0.7631 -2.4244 -0.007 0.000 -0.037
H -0.1866 -5.9251 4.8362 0.011 0.013 0.015
C -3.1795 3.2161 -2.9953 -0.004 0.151 -0.039
H 7.0672 1.0831 -2.8687 0.012 -0.008 0.009
H -3.9899 3.5240 -3.6586 -0.065 0.043 -0.081
H -3.5684 -1.3363 4.0413 -0.013 0.004 -0.008
H 5.8165 2.2724 -2.4691 0.026 0.005 0.015
H 0.9864 -0.7608 -4.0206 0.041 -0.013 -0.020
Al -2.0307 1.5228 -0.3635 0.762 -0.575 0.076
C 0.9975 -4.3412 3.9797 0.158 -0.018 0.032
O -2.0542 1.2232 -2.1374 -0.372 0.362 0.203
H -2.6191 -1.5280 5.5403 0.011 -0.007 0.022
O 3.8908 0.5226 -1.8819 -0.043 -0.085 0.069
C -2.9914 -2.0263 4.6482 -0.031 0.098 -0.044
H -0.1402 5.0133 0.0809 0.075 0.081 0.015
H -4.1373 1.6340 1.5096 0.140 -0.266 0.330
H 1.3472 -3.9617 4.9391 -0.032 -0.003 0.027
O -0.0702 -3.5135 3.5036 -0.002 0.025 -0.042
O 1.8946 0.5526 -2.6870 -0.052 -0.126 0.074
O 3.5410 -0.3673 -3.9293 -0.045 -0.181 0.052
H -2.2448 3.6319 -3.3701 0.081 0.052 -0.020
C 0.9533 0.2894 -3.7398 -0.256 0.026 0.095
H -2.3531 -0.3741 1.3789 -0.030 -0.131 0.114
C 3.1308 0.1646 -2.9246 0.146 0.447 -0.231
C -1.6285 -0.2061 0.5794 -0.255 0.438 -0.132
H -0.8462 4.4321 -1.4157 -0.070 0.059 -0.098
C 0.5835 -5.7932 4.0777 -0.094 0.008 -0.023
H -1.8553 4.6326 0.0087 -0.095 0.031 0.032
H -2.9447 1.3440 -3.9664 0.015 -0.096 -0.090
O -0.9713 -3.4934 5.5767 0.019 0.046 0.029
H -0.0231 0.5460 -3.3310 0.019 0.042 0.046
C 5.2865 0.2391 -2.0165 0.112 -0.087 0.057
H -3.3744 3.6503 -2.0155 0.015 0.000 0.114
C -0.8701 4.3099 -0.3322 0.119 -0.041 0.009
O -1.9108 -2.4435 3.8138 0.025 -0.003 -0.040
H 5.6628 0.2514 -0.9951 -0.009 0.012 0.016
S -4.1141 2.2377 0.3317 -0.337 0.429 -0.468

---

93
Properties=species:S:1:pos:R:3:forces:R:3 method="wB97M-V/def2-TZVPD" e_homo_ev="-3.55 / -3.59" total_charge=-1 relative_energy_ev=0.553 gap_ev="5.0 / 5.1" spin_multiplicity=2 s_squared=1.176
H -5.1455 -4.0044 -0.2740 -0.013 0.010 -0.014
H -3.6589 1.5013 -3.8816 -0.005 -0.009 -0.004
C -2.0977 4.7480 2.1912 0.015 0.064 0.008
C -0.5210 5.1898 3.9471 -0.014 -0.013 0.009
H 5.2258 -2.5929 -5.1228 -0.041 -0.012 -0.019
H 6.5581 2.8342 -2.8159 -0.011 -0.001 -0.005
N 1.1109 -1.3255 -1.1540 0.298 0.127 -0.245
H -1.0299 -2.4108 -2.3242 -0.188 -0.058 0.148
C -2.8332 -1.0921 -1.2194 0.134 -0.114 0.032
H 0.2313 6.1489 -1.7457 0.015 0.007 0.013
H -1.4624 1.5071 -2.6437 -0.008 0.024 -0.012
C 3.1334 -1.9460 -1.8226 0.259 0.009 -0.024
C -1.1315 3.9973 1.5379 -0.080 -0.014 -0.046
C -4.5022 -3.1797 -0.5504 -0.016 -0.011 -0.012
H -3.0907 4.8422 1.7650 0.000 -0.012 0.006
H 4.3906 2.5727 -4.0059 0.007 0.004 -0.010
C 4.4450 2.4843 -2.9277 0.014 -0.038 0.059
H 4.5527 -2.1057 -8.1072 -0.012 0.026 0.014
C -3.4563 0.7456 -3.1338 0.059 0.032 0.009
O 3.1655 -0.2485 -6.7157 0.024 0.039 -0.034
Mn -0.4068 -0.0426 -0.1532 -0.317 -0.216 0.628
C -1.2134 4.7642 -1.0497 -0.022 0.066 -0.060
Br -6.6411 -2.4673 -2.2715 -0.041 -0.009 -0.019
O -0.5081 2.3438 -0.4836 0.208 0.053 0.002
H 2.8170 -0.9014 0.0754 0.032 0.080 0.022
C 4.9916 -1.9758 -5.9919 0.126 -0.017 0.075
N 4.5320 -2.1744 -1.8689 0.074 -0.157 0.240
C -4.0856 -1.1928 -1.8582 -0.045 -0.008 -0.016
H 4.5981 1.9698 0.8996 -0.009 -0.009 -0.008
C 1.0108 -1.9615 -2.3115 0.049 -0.015 0.086
C -0.2505 -2.2212 -3.0454 0.057 0.069 -0.108
C 2.2692 -2.1860 -5.2607 -0.120 -0.035 -0.082
C 4.8549 -2.7557 -7.2878 0.014 -0.043 0.007
S -2.1360 0.7533 1.4687 0.065 -0.093 -0.140
H 4.1283 -3.5645 -7.2000 0.001 0.009 0.002
H 1.5996 4.3114 -3.6191 0.021 -0.021 0.029
C -2.3569 -2.0384 -0.2240 -0.031 0.060 -0.127
N -1.9306 -0.1208 -1.5304 -0.168 0.090 0.267
C 0.1233 3.7956 2.0866 0.033 0.027 -0.013
C -4.9255 -2.2648 -1.4809 0.134 0.009 0.080
H -1.8924 5.5489 -0.7042 -0.019 -0.046 0.038
C 0.4288 4.4192 3.2919 -0.004 -0.086 -0.042
C -1.7877 5.3498 3.4011 0.007 0.013 -0.006
N 2.2219 -2.3736 -2.7689 -0.185 0.086 -0.041
S -1.7931 1.6858 4.2770 -0.029 -0.006 0.042
C 1.1460 3.7024 -2.8306 -0.137 0.156 -0.118
S -0.3164 2.4511 6.7631 -0.032 -0.037 -0.066
H 1.4008 4.2696 3.7412 0.022 -0.039 0.017
H -0.5387 -1.3442 -3.6301 0.002 -0.015 0.016
H -2.5406 5.9200 3.9299 -0.001 -0.006 0.003
H 1.3637 3.5174 -0.7104 -0.051 0.080 0.013
C 0.2321 0.7701 2.8923 0.386 -0.096 0.034
C -1.0893 0.9972 2.8270 -0.449 0.127 0.215
C 2.4209 -3.0682 -4.0291 -0.028 -0.184 -0.048
C 5.7099 2.4329 -0.8846 -0.014 0.007 -0.008
H 5.8136 -3.2082 -7.5412 -0.008 0.002 -0.004
H 1.3586 -1.5851 -5.2236 0.043 0.079 0.054
H 1.6616 -3.8470 -4.0910 0.029 -0.041 -0.008
C -2.2261 0.7663 -2.4503 -0.077 -0.009 -0.091
O 3.8751 -0.3394 -4.3212 -0.043 0.075 -0.011
H 5.7723 -1.2135 -6.0507 -0.011 0.002 -0.043
H 0.4482 5.6942 -0.0696 0.007 -0.007 0.020
H 6.6579 2.5150 -0.3677 -0.002 0.001 -0.007
O 5.2130 -1.6766 -0.9923 -0.171 -0.063 -0.320
C -3.2477 -3.0822 0.0547 -0.026 0.014 0.001
O 0.8757 1.0990 -2.3177 0.496 0.165 -0.575
C -4.3796 -0.2161 -2.8380 -0.027 -0.022 0.003
H -5.3352 -0.2488 -3.3442 0.009 0.015 -0.010
O -1.1947 -1.8897 0.2665 -0.047 -0.153 -0.145
C -0.3771 1.7948 5.2332 0.057 0.042 0.087
H 0.0923 3.5734 -3.0940 0.019 0.045 0.053
C 0.2192 5.2931 -1.0594 -0.060 0.140 0.009
H 2.2028 -2.8010 -6.1606 0.014 -0.005 0.030
H 3.3855 -3.5623 -4.0060 -0.014 0.062 0.036
H -1.5506 4.4843 -2.0523 0.024 -0.055 0.026
C 1.3278 4.3139 -1.4461 -0.044 -0.094 -0.019
S 1.2303 0.1935 1.5909 -0.076 0.040 -0.107
C 2.4348 -1.3171 -0.8392 -0.182 0.010 0.013
C 3.3426 2.0057 -0.8280 0.030 -0.093 0.103
C 4.5585 2.1260 -0.1712 0.003 -0.003 0.009
H 2.4435 1.7593 -0.2724 -0.010 -0.122 -0.013
C 3.3012 2.1892 -2.1992 0.162 -0.010 -0.119
H -0.1772 -3.0858 -3.7047 0.020 0.052 0.010
S 0.9943 1.1618 4.4156 0.021 0.029 -0.015
S 1.7715 2.0197 -3.0932 -0.230 -0.266 0.154
H 2.2843 4.8401 -1.4068 0.008 -0.018 -0.008
O 4.9770 -2.8995 -2.7620 0.080 0.186 0.106
H -0.2851 5.6240 4.9098 -0.002 0.019 -0.015
H 0.8234 3.1224 1.6001 -0.006 0.073 -0.024
Br -2.7229 -4.4061 1.2981 0.014 0.012 0.002
S 3.5686 -1.0077 -5.5591 -0.011 0.000 0.094
S -1.5848 3.2909 -0.0385 0.039 0.025 -0.082
C 5.6545 2.6151 -2.2608 0.010 0.015 0.018